Entry from OMol25: one molecule with the formula C6H5N3OS at a distorted geometry (ωB97M-V/def2-TZVPD).

Summary:
ΔE to the lowest compared entry with this formula, charge and spin: 624.0 kJ/mol
spin multiplicity: 3
charge: 0
F_max: 3.62 eV/A
E: -868.99948 Eh
M: 167.19 g/mol

```
16
C6H5N3OS (ωB97M-V/def2-TZVPD)
C 1.572 1.876 0.584
C 0.787 2.426 -0.465
C 0.799 -0.342 0.375
C -0.985 0.822 -0.401
C -0.713 -2.231 -0.319
C 0.668 -1.727 0.106
N 1.544 0.574 0.657
N -0.379 1.880 -0.524
N -1.812 -1.636 -0.310
O -3.440 0.315 -0.162
S -2.219 -0.119 0.447
H 2.039 2.348 1.417
H 0.738 3.337 -0.959
H -0.874 -3.175 -0.792
H 1.559 -1.964 -0.627
H 0.715 -2.386 0.973
```